Computed, not measured: a cluster of 12 separate species, C23H75N11O12 in total, with wB97M-V/def2-TZVPD.

Properties
LUMO energy = 0.13 eV
structure (SMILES) = COC[C@H](C)N.COC[C@H](C)N.COC[C@H](C)N.COC[C@H](C)N.COC[C@H](C)N.NC(N)=O.NC(N)=O.NC(N)=O.O.O.O.O
Kohn-Sham gap = 9.01 eV

The geometry in ORCA input format:
```
! RIJCOSX wB97M-V def2-TZVPD def2/J DEFGRID3
* xyz 0 1
C 3.938 -7.854 -2.166
O 3.743 -6.867 -3.198
C 4.489 -5.650 -2.981
C 4.618 -4.864 -4.333
C 5.141 -5.627 -5.523
N 5.504 -3.716 -4.099
H 4.920 -8.326 -2.161
H 3.306 -8.733 -2.289
H 3.678 -7.508 -1.166
H 4.133 -5.018 -2.167
H 5.462 -6.014 -2.650
H 3.671 -4.419 -4.636
H 6.218 -5.795 -5.504
H 4.775 -5.177 -6.445
H 4.704 -6.617 -5.655
H 5.749 -3.332 -5.000
H 5.001 -3.021 -3.565
C 0.607 11.396 2.423
O -0.231 10.608 3.274
C -1.010 9.654 2.564
C -0.872 8.311 3.363
C 0.550 7.623 3.429
N -1.801 7.260 2.954
H 1.073 12.114 3.097
H 0.151 11.922 1.584
H 1.408 10.721 2.122
H -2.069 9.910 2.573
H -0.556 9.377 1.612
H -1.238 8.463 4.378
H 0.598 6.711 4.024
H 1.278 8.371 3.744
H 0.869 7.437 2.403
H -1.892 7.278 1.948
H -1.390 6.381 3.234
C -0.841 -5.563 -7.997
O -1.609 -5.353 -6.802
C -1.525 -6.458 -5.883
C -2.309 -6.309 -4.492
C -1.660 -5.216 -3.615
N -2.154 -7.516 -3.701
H 0.215 -5.765 -7.823
H -1.009 -4.646 -8.562
H -1.183 -6.440 -8.548
H -1.808 -7.367 -6.412
H -0.458 -6.681 -5.880
H -3.339 -6.095 -4.777
H -0.625 -5.487 -3.407
H -2.139 -5.041 -2.651
H -1.619 -4.192 -3.988
H -1.211 -7.610 -3.351
H -2.486 -8.261 -4.297
C -2.535 -2.438 5.051
O -1.141 -2.536 5.221
C -0.583 -3.717 5.895
C 0.929 -4.080 5.890
C 1.285 -4.615 4.496
N 1.151 -5.055 6.929
H -3.183 -2.642 5.904
H -2.892 -3.114 4.275
H -2.798 -1.407 4.812
H -1.058 -3.644 6.874
H -1.108 -4.586 5.500
H 1.510 -3.165 5.997
H 0.530 -5.138 3.909
H 2.200 -5.192 4.358
H 1.466 -3.749 3.860
H 2.120 -5.182 7.184
H 0.595 -4.870 7.752
C -9.399 -1.431 -2.057
O -10.334 -0.554 -1.380
C -10.139 0.825 -1.623
C -10.103 1.549 -0.364
C -10.239 2.983 -0.548
N -8.857 1.442 0.386
H -8.379 -1.061 -1.951
H -9.576 -1.246 -3.116
H -9.541 -2.417 -1.614
H -9.198 0.952 -2.158
H -10.968 1.245 -2.191
H -10.891 1.160 0.282
H -10.254 3.488 0.418
H -11.165 3.268 -1.047
H -9.460 3.366 -1.207
H -8.041 1.585 -0.192
H -8.936 0.454 0.579
N 6.482 5.372 1.750
C 7.192 6.357 2.266
N 7.495 6.076 3.524
O 7.514 7.344 1.587
H 6.156 5.540 0.809
H 6.178 4.569 2.282
H 7.342 5.172 3.948
H 8.188 6.625 4.012
N 9.420 0.610 4.332
C 8.160 0.607 3.947
N 7.976 0.018 2.873
O 7.270 1.135 4.487
H 10.038 0.199 3.647
H 9.770 1.088 5.150
H 8.786 -0.512 2.582
H 7.071 -0.040 2.428
N 0.335 1.327 -1.515
C 0.788 0.859 -0.410
N -0.103 0.899 0.534
O 1.964 0.548 -0.355
H 0.874 1.270 -2.367
H -0.603 1.691 -1.601
H -1.014 1.202 0.219
H 0.061 0.309 1.337
O -4.224 3.439 -1.872
H -3.644 4.198 -1.811
H -4.828 3.654 -2.583
O 0.579 0.169 -7.163
H -0.189 -0.400 -7.119
H 0.496 0.619 -8.004
O -1.586 7.366 -2.474
H -1.759 8.105 -3.058
H -0.632 7.307 -2.439
O 2.860 2.158 7.627
H 2.176 1.635 7.209
H 3.640 2.001 7.095
*
```



Computed, not measured: a cluster of 13 separate species, C23H76N4O13 in total, with wB97M-V/def2-TZVPD.

Properties
LUMO energy (spin up / spin down) = -2.67 / -8.13 eV
<S²> = 0.75
Kohn-Sham gap (spin up / spin down) = 7.72 / 2.26 eV

The geometry in ORCA input format:
```
! RIJCOSX wB97M-V def2-TZVPD def2/J DEFGRID3
* xyz 1 2
C -0.965 3.330 0.480
C -2.015 4.187 1.207
C -2.876 4.946 0.119
O -3.337 6.201 0.623
C -3.896 7.207 -0.307
N -2.870 3.314 1.984
H -0.392 3.937 -0.221
H -1.554 2.592 -0.064
H -0.371 2.729 1.169
H -1.429 4.882 1.808
H -3.735 4.333 -0.154
H -2.321 5.102 -0.806
H -4.054 8.173 0.172
H -4.882 6.838 -0.588
H -3.385 7.408 -1.249
H -2.492 2.434 2.306
H -3.623 3.091 1.348
C -2.651 -2.840 -5.948
C -1.507 -2.481 -4.983
C -0.592 -1.488 -5.601
O 0.052 -2.122 -6.650
C 0.779 -1.272 -7.530
N -2.189 -2.002 -3.699
H -3.414 -2.063 -5.920
H -3.063 -3.819 -5.703
H -2.328 -3.029 -6.972
H -0.924 -3.383 -4.793
H 0.059 -1.019 -4.863
H -1.163 -0.631 -5.958
H 0.084 -0.951 -8.305
H 1.541 -1.859 -8.044
H 1.326 -0.452 -7.064
H -2.658 -1.125 -3.875
H -1.470 -1.889 -2.999
C 1.887 -3.515 3.419
C 3.173 -3.238 4.193
C 2.930 -2.498 5.561
O 2.394 -1.234 5.277
C 2.475 -0.336 6.373
N 3.688 -4.583 4.339
H 1.988 -3.919 2.411
H 1.390 -2.547 3.349
H 1.132 -4.091 3.953
H 3.805 -2.705 3.483
H 3.897 -2.358 6.046
H 2.278 -2.999 6.277
H 2.062 0.591 5.974
H 3.437 0.026 6.735
H 1.885 -0.669 7.226
H 3.999 -5.018 3.483
H 4.398 -4.727 5.044
C -1.840 -1.684 -0.226
C -0.655 -0.730 -0.391
C 0.338 -0.948 0.711
O 1.223 0.235 0.834
C 2.003 0.133 2.011
N -0.042 -0.712 -1.734
H -2.278 -1.687 0.772
H -1.604 -2.715 -0.493
H -2.564 -1.213 -0.890
H -1.003 0.301 -0.324
H 0.929 -1.832 0.473
H -0.257 -1.144 1.603
H 1.440 -0.027 2.930
H 2.690 0.977 2.071
H 2.569 -0.798 1.970
H 0.616 -1.469 -1.850
H 0.613 0.053 -1.813
O 2.013 -2.928 -2.310
H 1.386 -3.573 -1.984
H 2.868 -3.335 -2.176
O 2.522 2.975 -0.708
H 2.476 2.676 -1.616
H 2.008 2.334 -0.218
C -4.450 0.117 2.260
O -4.375 0.828 1.084
H -3.510 -0.129 2.755
H -4.991 0.811 2.903
H -5.114 -0.742 2.159
H -5.058 0.637 0.436
C 0.804 2.101 -4.330
O 1.601 1.761 -3.195
H -0.277 2.072 -4.193
H 1.039 3.038 -4.834
H 1.072 1.377 -5.100
H 2.486 1.665 -3.555
C -3.491 1.104 -3.185
O -3.962 0.451 -4.307
H -4.053 0.781 -2.309
H -2.404 1.016 -3.171
H -3.637 2.184 -3.158
H -4.245 1.192 -4.847
C 3.244 3.210 4.768
O 4.373 3.508 3.998
H 3.492 2.793 5.744
H 2.677 4.115 4.988
H 2.567 2.653 4.120
H 4.345 4.411 3.673
C 4.059 -0.296 -0.958
O 5.343 -0.428 -1.522
H 3.496 -1.227 -1.028
H 4.086 -0.403 0.126
H 3.599 0.568 -1.438
H 5.559 0.441 -1.870
C -0.626 0.081 4.738
O -1.515 0.721 5.623
H -0.818 0.244 3.678
H 0.353 0.549 4.842
H -0.566 -1.006 4.803
H -1.352 1.666 5.676
C 0.257 -5.416 -0.446
O 0.027 -4.715 -1.643
H 0.403 -4.760 0.412
H -0.675 -5.952 -0.264
H 1.127 -6.067 -0.531
H -0.838 -4.301 -1.608
*
```